C2H2Cl4N2 | ωB97M-V with the def2-TZVPD basis set

```
! wB97M-V def2-TZVPD RIJCOSX def2/J DEFGRID3
* xyz 0 1
H 1.63991 2.12931 0.52153
N 1.07829 1.32577 0.18277
C 0.65960 0.45976 0.87593
Cl 0.85121 0.06917 2.58360
C -0.45847 -0.63065 0.09188
Cl 0.03174 -2.30091 0.33280
N -0.35134 -0.34876 -1.27825
Cl -0.71397 1.31364 -1.65619
Cl -1.36544 -1.44140 -2.18603
H -1.37152 -0.57593 0.53195
*
```

## Properties
lowest unoccupied orbital energy	0.1	eV
SMILES string	[H]/N=C(\Cl)[C@H](Cl)N(Cl)Cl
relative energy (zero: lowest compared OMol25 entry of this formula, charge and spin)	170.70	kJ/mol
HOMO-LUMO gap	9.69	eV

---

C5H11NOS | ωB97M-V with the def2-TZVPD basis set

```
! wB97M-V def2-TZVPD RIJCOSX def2/J DEFGRID3
* xyz 0 1
C 3.25430 -0.74087 -0.13876
O 2.00368 -0.09209 0.09753
C 0.87560 -0.74708 -0.32091
C -0.30417 -0.14140 -0.18293
C -0.48120 1.26230 0.39090
N -0.69059 2.27469 -0.63609
S -1.70692 -0.96080 -0.84497
C -2.89359 -0.88672 0.61240
H 3.23588 -1.76259 0.32724
H 3.36025 -0.82531 -1.24840
H 4.00420 -0.08552 0.40676
H 0.96269 -1.73470 -0.71926
H 0.48260 1.52668 0.91887
H -1.36402 1.35156 1.08963
H -1.46331 2.00441 -1.19967
H 0.08521 2.27589 -1.26543
H -3.76294 -1.52989 0.40517
H -3.27265 0.14185 0.83135
H -2.32503 -1.33041 1.47657
*
```

## Properties
lowest unoccupied orbital energy	0.8	eV
SMILES string	CO/C=C(\CN)SC
relative energy (zero: lowest compared OMol25 entry of this formula, charge and spin)	226.73	kJ/mol
HOMO-LUMO gap	8.82	eV

---

C7H16N4 | ωB97M-V with the def2-TZVPD basis set

```
! wB97M-V def2-TZVPD RIJCOSX def2/J DEFGRID3
* xyz 2 1
C -1.40906 -2.14766 0.81488
C -0.96969 -1.45859 -0.21535
C -0.44900 -1.91604 -1.52335
C -1.04995 0.29563 -0.07176
N -0.04120 1.14728 -0.33678
C 1.32551 0.95348 -0.25922
N 2.09570 1.94362 -0.67603
N 1.81748 -0.14642 0.25896
C 3.23539 -0.36680 0.48401
N -2.25959 0.69382 0.14682
C -2.79834 2.02752 0.25866
H -1.42334 -3.22482 0.76097
H -1.75757 -1.72007 1.73894
H 0.29981 -2.69610 -1.38628
H -0.01841 -1.11337 -2.11504
H -1.25851 -2.35932 -2.10546
H -0.32334 2.10664 -0.54005
H 3.10324 1.86556 -0.63450
H 1.72974 2.78645 -1.09698
H 1.17764 -0.87960 0.54565
H 3.66395 0.45280 1.06358
H 3.36110 -1.28469 1.05227
H 3.77841 -0.46749 -0.45885
H -2.96132 -0.03770 0.25286
H -3.48519 2.21537 -0.57160
H -2.03276 2.79874 0.28002
H -3.38140 2.09802 1.17929
*
```

## Properties
lowest unoccupied orbital energy	-7.8	eV
SMILES string	C=C(C)C(/[NH+]=C(/N)NC)=[NH+]/C
relative energy (zero: lowest compared OMol25 entry of this formula, charge and spin)	29.15	kJ/mol
HOMO-LUMO gap	10.09	eV

---

C7H6InNO6 | ωB97M-V with the def2-TZVPD basis set

```
! wB97M-V def2-TZVPD RIJCOSX def2/J DEFGRID3
* xyz 2 1
O 0.70677 0.84546 -4.79041
C 0.73556 0.43022 -3.72880
In 0.43673 -0.41253 -1.04234
O -2.32197 1.53540 -2.81405
C -1.51062 0.92660 -2.30150
C -1.90484 -1.12986 0.20774
O -2.91022 -1.08325 0.74497
C 1.15737 -2.48435 0.54431
O 1.34935 -3.38705 1.21660
C -1.42818 -2.60772 -2.10943
O -2.10378 -3.49430 -2.34130
H 1.44618 -1.51473 -1.94394
C 1.04835 2.39362 2.15885
C 0.48833 1.18688 1.49822
N 0.53875 -0.00094 2.16552
O -0.02309 1.25601 0.32947
H 1.08901 2.24266 3.25141
H 0.41933 3.25870 1.94145
H 2.07329 2.59104 1.80587
H -0.29306 -0.58363 2.15082
H 1.00674 0.03178 3.05655
*
```

## Properties
lowest unoccupied orbital energy	-9.2	eV
relative energy (zero: lowest compared OMol25 entry of this formula, charge and spin)	0.00	kJ/mol
HOMO-LUMO gap	9.97	eV